Entry 1:
Below is C33H37AsN2O6PS7SeTc as an isolated structure, with properties calculated with ωB97M-V/def2-TZVPD.

XYZ file:
```
89
Properties=species:S:1:pos:R:3:forces:R:3
Tc 0.710703 0.302449 -0.154477 -0.58 -0.38 -0.15
S 1.573108 1.062911 1.892622 0.12 -0.04 -0.32
C 0.472724 1.893572 2.850501 -0.05 0.12 0.01
N 0.652361 2.019516 4.155576 -0.09 -0.14 0.04
C -0.073746 3.051940 4.894507 0.02 0.03 0.01
C -0.184898 4.275997 4.020982 -0.04 0.00 0.04
N -0.894708 3.890909 2.801855 0.29 0.02 -0.13
C -1.597749 4.969319 2.077903 -0.17 -0.11 0.09
C -0.599590 5.944858 1.510877 0.02 0.04 0.00
C 0.319094 5.529249 0.548949 -0.01 0.01 0.00
C 1.252851 6.423821 0.054953 0.00 0.00 0.00
C 1.275054 7.735896 0.512536 -0.01 0.01 0.01
C 0.360336 8.152360 1.465568 0.00 -0.01 -0.01
C -0.573597 7.255323 1.967388 0.01 -0.01 -0.02
C -0.665075 2.696579 2.275996 0.00 -0.06 0.15
S -1.644864 2.147570 1.016913 -0.01 -0.10 -0.14
C 1.606077 1.202005 4.937378 0.04 0.06 -0.07
C 2.772695 2.016823 5.431796 0.04 -0.06 0.04
C 2.799850 2.478328 6.743342 0.00 -0.01 0.01
C 3.866711 3.240113 7.199358 0.00 -0.01 -0.02
C 4.915832 3.538430 6.344274 0.02 0.01 0.01
C 4.900177 3.072191 5.036354 -0.01 0.00 0.00
C 3.835050 2.311686 4.581484 -0.03 0.07 -0.04
H 0.500344 3.286833 5.788094 0.00 -0.01 0.00
H -1.057434 2.678772 5.192248 -0.01 0.03 0.00
H 0.797128 4.690200 3.777286 0.02 -0.01 0.03
H -0.771173 5.046440 4.520297 0.00 0.00 -0.03
H -2.258317 5.462059 2.791425 -0.02 -0.01 -0.03
H -2.226356 4.526775 1.307262 0.02 0.03 -0.01
H 0.298851 4.511928 0.172130 0.00 -0.03 0.01
H 1.961352 6.102276 -0.696256 0.01 0.00 -0.02
H 2.002194 8.433437 0.121191 0.02 0.01 -0.01
H 0.370706 9.173237 1.820303 0.00 0.02 0.01
H -1.290925 7.584160 2.709573 -0.01 0.00 0.02
H 1.930897 0.384824 4.298118 -0.01 -0.02 0.06
H 1.039625 0.790251 5.775152 0.00 0.04 0.01
H 1.994620 2.224750 7.424124 -0.01 -0.02 0.00
H 3.882976 3.588486 8.222462 0.00 0.00 0.02
H 5.753069 4.123000 6.700081 0.01 0.01 0.00
H 5.725688 3.293919 4.374239 0.02 0.00 -0.01
H 3.827844 1.943086 3.563138 0.01 -0.02 0.00
S -0.041617 -4.974998 1.420151 0.00 -0.05 -0.09
As 0.010320 -4.071088 3.209958 -0.01 0.02 0.13
S -0.023677 -1.772712 0.765328 0.16 0.12 0.00
S 1.779341 -1.860514 -0.087267 0.04 0.12 0.08
S 0.198991 -1.820831 2.823031 -0.02 0.01 0.06
O -0.285393 -0.197134 -2.181817 0.14 0.01 0.33
S -0.616249 -1.633284 -2.798236 -0.01 -0.06 -0.27
C -1.239530 -1.320134 -4.406191 -0.07 0.07 0.07
C -0.429211 -1.747621 -5.451791 0.00 0.06 -0.08
C -0.859679 -1.535021 -6.753503 0.04 -0.01 0.07
C -2.069990 -0.899119 -6.981450 -0.03 0.02 0.01
C -2.870222 -0.478375 -5.921802 0.02 -0.01 -0.01
C -2.466633 -0.695897 -4.619272 -0.02 -0.02 -0.04
C -1.988097 -2.257153 -1.883990 0.09 0.01 0.02
C -2.041211 -3.646828 -1.849158 -0.03 0.02 0.05
C -3.080775 -4.249871 -1.160725 0.00 0.02 0.00
C -4.021169 -3.466104 -0.505404 0.01 -0.04 -0.01
C -3.932942 -2.080766 -0.533961 0.03 0.08 0.00
C -2.909627 -1.454756 -1.229234 -0.07 -0.06 -0.02
H 0.513673 -2.240795 -5.253047 0.01 -0.02 0.01
H -0.252501 -1.866891 -7.583194 0.01 -0.01 -0.02
H -2.402116 -0.733455 -7.997003 -0.01 0.00 -0.02
H -3.813700 0.011151 -6.116013 -0.02 0.01 0.00
H -3.093676 -0.390032 -3.792451 0.01 0.01 0.02
H -1.286518 -4.247584 -2.341087 0.03 -0.01 -0.01
H -3.146761 -5.327691 -1.125319 0.00 -0.03 0.00
H -4.826741 -3.940717 0.037824 -0.01 0.00 0.01
H -4.665363 -1.479666 -0.013458 -0.01 0.01 0.01
H -2.828498 -0.379021 -1.241242 0.03 0.11 0.00
C 3.163496 2.540133 -3.131054 0.04 0.04 0.00
P 3.350975 0.952218 -2.335940 -0.04 -0.08 0.00
C 5.070358 0.780897 -1.881167 -0.01 -0.04 0.04
C 2.970522 -0.299549 -3.563107 -0.05 -0.01 -0.03
O 2.494734 0.808752 -1.096272 0.14 0.16 0.10
H 3.777523 2.568075 -4.032272 0.02 0.01 -0.01
H 3.494208 3.326980 -2.453800 -0.02 0.01 0.02
H 2.123714 2.708390 -3.404263 -0.05 -0.03 -0.01
H 5.716419 0.827385 -2.756383 0.01 0.01 -0.04
H 5.214870 -0.172850 -1.373957 0.01 -0.01 -0.01
H 5.334571 1.586508 -1.196659 0.01 0.00 0.02
H 3.731211 -0.314750 -4.342916 0.01 0.00 -0.03
H 2.005636 -0.071708 -4.019283 -0.03 0.02 0.00
H 2.926586 -1.279169 -3.085854 0.02 -0.01 0.03
O -2.382974 1.725711 -2.212916 0.35 -0.08 -0.05
Se -0.820388 1.658702 -2.522069 -0.10 0.02 -0.16
O 0.179998 2.125955 -1.302346 -0.12 -0.06 -0.10
O -1.203451 0.719438 0.590367 -0.08 0.18 0.08
O -0.279727 1.901978 -3.998612 0.00 0.01 0.32
```
Forces are in eV/Å.

The calculation puts the HOMO energy at -12.5 eV. As for the charge: +2. Its orbital gap is 6.63 eV. The energy above the lowest of the compared OMol25 structures with the same formula, charge and spin is 22.6 kcal/mol.

***

Entry 2:
Below is C14H22N2O5V as an isolated structure at a distorted geometry, with properties calculated with ωB97M-V/def2-TZVPD.

XYZ file:
```
44
Properties=species:S:1:pos:R:3:forces:R:3
V -0.370418 0.611394 -0.819638 1.12 1.37 0.97
C -1.003033 3.712110 -0.715509 1.73 -1.25 -1.75
C -2.107985 3.210403 0.144840 -0.38 -1.49 -1.53
O -2.101710 1.702754 -0.036013 0.24 0.84 0.14
C -2.438455 0.961069 1.160095 -0.87 0.26 -0.06
C -1.271130 0.963174 2.143959 -0.60 -0.49 0.06
O -0.153777 0.384938 1.393390 -0.03 1.02 -0.25
C 1.153654 0.833874 1.784717 1.91 0.39 -0.74
C 2.176852 0.262572 0.733905 -0.79 0.16 1.26
O 1.866974 0.682605 -0.600686 0.17 2.03 -0.70
C 2.464045 2.039500 -0.854833 0.27 -0.04 0.14
C 1.508566 3.254238 -0.883115 -0.87 0.20 -0.69
O 0.199061 2.849398 -0.496524 -1.66 -1.10 0.55
H -0.675696 4.743270 -0.672863 -0.44 0.28 0.45
H -1.366623 3.497550 -1.748232 0.63 0.37 0.36
H -3.023627 3.546175 -0.347904 -0.14 0.06 0.53
H -2.077924 3.474682 1.164971 0.10 0.09 1.20
H -2.592325 -0.072278 0.838332 -0.20 0.09 -0.10
H -3.422982 1.382926 1.487302 0.99 -0.56 0.44
H -1.470313 0.227769 2.966988 0.06 1.14 -0.37
H -1.106922 2.016378 2.464915 0.51 -0.93 0.12
H 1.485284 0.517537 2.797023 -0.64 -0.12 -0.53
H 1.269023 1.959023 1.749895 -0.63 -1.03 0.04
H 2.223801 -0.812217 0.699854 -0.32 -0.52 0.23
H 3.170786 0.587170 1.018900 0.16 0.15 0.00
H 3.054767 2.104998 -1.769341 -0.43 -0.91 -0.31
H 3.226835 2.179897 -0.104813 -0.05 0.03 0.49
H 1.426794 3.632980 -1.907738 0.28 0.08 0.10
H 1.831289 4.064579 -0.228683 0.24 -0.09 0.01
N 1.423309 -5.695424 -0.183292 2.55 0.97 0.30
C 1.501049 -4.300243 -0.261960 0.43 -0.01 1.49
O 2.405228 -3.567905 0.227341 -2.49 -2.49 -1.57
C 0.192166 -3.641493 -0.762961 1.19 0.75 0.58
C -1.132678 -4.187578 -0.740311 1.00 0.52 -0.37
C -2.155523 -3.307324 -1.118977 2.38 1.18 -0.21
C -1.828114 -1.960640 -1.373336 -0.39 0.25 0.90
N -0.614155 -1.443641 -1.239962 2.29 -0.49 0.20
C 0.466276 -2.282061 -0.993230 -3.06 -0.38 -0.31
H 2.335623 -6.119211 0.113170 -1.21 0.57 -0.15
H 1.050218 -6.229884 -0.955012 -0.41 0.31 -0.09
H -1.278235 -5.250480 -0.426976 -0.06 1.14 -0.40
H -3.158771 -3.503048 -1.254879 -1.91 -1.09 0.09
H -2.561976 -1.137847 -1.494952 -0.14 -1.18 -0.28
H 1.480766 -1.891686 -0.897857 -0.52 -0.07 -0.20
```
Forces are in eV/Å.

The calculation puts the HOMO energy (alpha / beta) at -15.4 / -15.5 eV. As for the charge: +2. As for the spin multiplicity: 4. Its orbital gap (alpha / beta) is 8.93 / 9.11 eV. The energy above the lowest of the compared OMol25 structures with the same formula, charge and spin is 4.7 kcal/mol.

***

Entry 3:
Below is a 4-piece molecular cluster, C4H15N2O2 overall at a distorted geometry, with properties calculated with ωB97M-V/def2-TZVPD.

XYZ file:
```
23
Properties=species:S:1:pos:R:3:forces:R:3
N 1.042379 1.735865 0.524314 -0.26 -0.92 -0.23
C -0.006340 1.021013 -0.086582 0.79 -0.58 0.45
C 0.138879 0.914096 -1.700440 -0.22 0.97 -1.07
O 2.631109 -0.920641 -0.800842 -0.26 0.00 0.03
C 0.159506 -0.395464 -0.023647 -0.01 -0.22 1.74
N -2.719332 -0.491200 -0.331218 -0.41 0.68 0.17
C -2.946508 -1.003003 0.895489 -1.59 1.27 0.47
H 1.667516 1.081894 1.093362 0.27 0.65 -0.07
H 3.423709 -1.384024 -1.089968 -0.12 -0.01 -0.02
H 0.778268 2.614685 0.915670 -0.03 0.33 0.32
H -0.998286 1.386904 0.196733 -0.14 -0.07 -0.70
H -0.693736 0.415751 -2.185754 -0.02 -0.29 0.16
H 1.092559 0.542314 -2.040952 0.32 -0.42 0.24
H 0.101505 1.947109 -2.047586 0.07 0.17 0.36
H 0.845779 -0.809367 0.743406 0.49 0.21 -0.70
H -0.443727 -1.109889 -0.549943 -0.10 0.20 -0.42
H -3.574282 -0.538791 -0.919776 0.33 -0.68 -0.09
H -2.347153 -1.862733 0.326010 -0.02 -0.24 0.23
H -3.964023 -1.258672 1.189609 -0.03 -0.50 -0.30
H -2.432248 -0.554786 1.754683 1.15 -0.63 -0.37
H 3.084236 -0.343687 2.323965 -0.11 0.08 0.02
H 2.721236 -0.742306 0.195734 0.30 0.07 -0.18
O 2.438964 -0.245058 1.617736 -0.41 -0.07 -0.05
```
Forces are in eV/Å.

The calculation puts the HOMO energy at -11.8 eV. As for the charge: +1. Its orbital gap is 2.84 eV. The energy above the lowest of the compared OMol25 structures with the same formula, charge and spin is 270.4 kcal/mol.

***

Entry 4:
Below is C10H19N2O2 as an isolated structure at a distorted geometry, with properties calculated with ωB97M-V/def2-TZVPD.

XYZ file:
```
33
Properties=species:S:1:pos:R:3:forces:R:3
C 0.751111 1.218862 -0.133275 2.47 0.74 -0.12
C -1.289964 1.586228 0.626122 -0.86 1.47 1.74
C 0.042167 2.066939 0.711618 3.41 1.48 0.41
C 0.321482 2.329744 3.807301 0.94 1.26 0.61
C 1.348265 -3.800496 -0.968084 0.59 0.43 -2.31
C 0.795129 -0.181215 -3.103344 -1.99 3.46 0.35
C -2.466344 -0.202377 -0.581483 0.94 -1.48 0.97
C -0.022360 3.327225 2.617434 0.59 -0.09 3.80
C 1.560560 -2.376415 -0.416780 -0.37 -1.26 1.62
C 0.643473 -1.038451 -1.888579 -0.34 3.31 -1.34
N -0.050317 0.346382 -0.682574 3.63 -3.06 -2.73
N -1.282764 0.564916 -0.254693 -5.32 0.14 1.33
O 0.617522 3.095568 1.437017 -1.20 -4.22 -3.81
O 1.787457 -1.413974 -1.441513 -0.99 -0.11 0.26
H 1.792724 1.087405 -0.350545 0.38 0.52 0.25
H -2.054415 2.056093 1.172105 -1.40 -0.20 0.02
H -0.210909 2.804197 4.730988 1.03 -1.02 -1.54
H -0.071632 1.274359 3.654278 0.53 1.39 -0.02
H 1.459396 2.355745 3.981572 -1.79 -0.37 -0.06
H 0.757976 -3.776778 -1.979309 0.54 0.00 2.04
H 2.323172 -4.250650 -1.317922 -0.98 0.28 0.83
H 0.832220 -4.379816 -0.200327 0.20 -0.24 -0.39
H 0.827301 -0.794453 -3.993093 0.59 0.00 -0.26
H -0.128956 0.595065 -3.255578 1.97 -2.22 0.43
H 1.650127 0.546654 -2.891112 -0.78 -1.40 -0.82
H -2.189374 -1.258206 -0.973007 -0.57 1.42 1.52
H -3.203460 -0.060637 0.264895 1.00 -1.02 -0.71
H -2.948201 0.204951 -1.397136 -1.08 1.17 -2.05
H 0.254033 4.345094 2.785949 0.09 0.59 1.03
H -1.057823 3.248767 2.658737 -2.15 0.18 -1.13
H 2.531433 -2.249619 0.077103 -0.75 -0.63 0.99
H 0.582049 -2.129830 0.211063 2.43 0.08 -0.99
H -0.181577 -1.691207 -1.778307 -0.74 -0.61 0.06
```
Forces are in eV/Å.

The calculation puts the HOMO energy (alpha / beta) at -8.4 / -13.1 eV. As for the charge: +1. As for the spin multiplicity: 3. Its orbital gap (alpha / beta) is 5.96 / 6.98 eV. The energy above the lowest of the compared OMol25 structures with the same formula, charge and spin is 20.7 kcal/mol.

***

Entry 5:
Below is a 2-piece molecular cluster, C2H8OS overall at a distorted geometry, with properties calculated with ωB97M-V/def2-TZVPD.

XYZ file:
```
12
Properties=species:S:1:pos:R:3:forces:R:3
S 3.136402 1.394607 0.398183 -0.60 -0.67 0.53
H 2.636553 2.330879 1.233274 -0.36 -0.18 0.38
H 3.794740 2.388951 -0.140638 0.91 0.77 -0.94
C -0.537700 -1.071415 0.160136 0.13 1.81 -1.66
O -0.148506 -1.735713 -1.043395 -0.09 0.03 0.76
C -1.625261 -0.006856 -0.074085 -0.54 -0.59 0.36
H 0.350386 -0.460819 0.343132 0.27 -0.36 0.98
H -0.846714 -1.714767 0.972075 0.31 -0.38 0.15
H -0.953983 -1.881079 -1.527315 -0.44 -0.40 -0.55
H -1.382803 0.793655 -0.769835 0.43 -0.06 0.02
H -1.874540 0.415145 0.902929 -0.04 0.17 -0.11
H -2.548572 -0.452589 -0.454461 0.01 -0.14 0.07
```
Forces are in eV/Å.

The calculation puts the HOMO energy (alpha / beta) at -13.4 / -13.4 eV. As for the charge: +1. As for the spin multiplicity: 2. Its orbital gap (alpha / beta) is 8.22 / 2.59 eV. The energy above the lowest of the compared OMol25 structures with the same formula, charge and spin is 50.9 kcal/mol.

***

Entry 6:
Below is C8H10 as an isolated structure at a distorted geometry, with properties calculated with ωB97M-V/def2-TZVPD.

XYZ file:
```
18
Properties=species:S:1:pos:R:3:forces:R:3
C 0.802546 -2.751239 -0.161591 0.18 -0.28 -2.11
C 0.793334 -3.127735 1.180908 -0.52 3.59 -2.47
C 0.535651 -0.473074 1.881322 1.35 -1.63 -0.15
C -0.160334 -1.803202 1.376155 -2.15 0.91 0.96
C 0.649971 -0.044599 0.365746 -0.86 1.34 -2.72
C 0.143023 -1.390201 -0.052060 2.47 -4.20 3.74
C -0.615461 0.936745 -1.683854 0.67 -0.85 -1.30
C -0.462799 0.980280 -0.123548 -2.47 -3.35 -1.38
H 1.251077 -3.156962 -1.089614 -0.25 -0.03 0.77
H -0.001681 0.189324 2.628214 1.06 -0.70 -0.94
H 1.601013 -0.877811 2.115591 -1.71 1.22 0.44
H -1.173888 -2.105775 1.670615 0.40 0.39 0.13
H 1.591133 0.267704 -0.252878 -1.18 -0.36 1.85
H -1.586372 0.414157 -2.152199 2.32 0.87 1.42
H 0.354692 0.427377 -2.057003 -1.76 0.49 0.08
H -0.568876 1.937180 -2.156432 -0.19 -0.36 0.45
H -1.538095 0.815830 0.236954 1.69 -0.27 0.26
H -0.207384 1.898934 0.200634 0.97 3.21 0.98
```
Forces are in eV/Å.

The calculation puts the HOMO energy (alpha / beta) at -8.8 / -8.8 eV. As for the charge: 0. Its orbital gap (alpha / beta) is 7.92 / 7.91 eV. The energy above the lowest of the compared OMol25 structures with the same formula, charge and spin is 183.3 kcal/mol.